336
Properties=species:S:1:pos:R:3:forces:R:3:mulliken_charge:R:1 method="wB97M-V/def2-TZVPD" gap_ev=1.6 molar_mass_g_mol=2570.44 total_charge=-1 e_tot_ha=-12637.1361
Al 4.39941 -2.46813 1.93038 -1.49 0.25 -0.79 1.47
N 6.05681 -4.96366 0.03809 1.37 1.28 0.18 0.80
O 5.04568 -4.27114 -0.30274 -0.56 0.28 0.19 0.09
O 6.87676 -5.25710 -0.81688 -0.88 -0.34 0.20 -0.50
O 6.22597 -5.13761 1.23926 -0.10 -0.63 0.35 -0.61
N 2.03209 -2.30516 4.78565 1.81 -0.51 0.13 0.98
O 1.30650 -2.44191 5.73948 -1.85 0.07 1.30 -0.70
O 1.79568 -2.90181 3.72847 -0.36 -0.78 -2.01 -0.60
O 3.09357 -1.70797 4.86495 1.07 1.18 0.07 -0.46
C 2.87466 2.29250 0.70721 0.32 -0.77 -0.19 -0.29
F 1.90193 3.19460 0.77224 0.67 0.00 0.06 0.00
F 2.86711 1.75532 -0.53270 0.72 0.80 1.26 0.11
F 4.08304 2.88092 1.03065 -1.94 -0.88 -0.86 0.02
S 2.52667 0.91286 2.02060 1.04 -0.67 1.73 0.36
O 3.68434 0.74465 2.81760 2.01 0.08 -0.04 -0.01
O 1.42391 1.34120 2.83078 -0.82 0.24 -1.18 -0.39
N 2.36391 -0.57282 1.24679 2.18 2.55 0.73 0.14
S 0.87588 -0.58854 0.87810 -4.88 -2.04 -0.81 -0.39
O 0.05039 -1.10128 1.96686 0.35 0.01 -1.11 0.41
O 0.34886 0.61514 0.23414 0.83 -1.05 0.12 0.19
C 0.94092 -1.99682 -0.48403 2.72 1.53 1.92 -0.98
F -0.06476 -2.82749 -0.44811 -0.36 -0.40 -0.22 0.36
F 1.04319 -1.39136 -1.62321 -0.48 0.26 -1.43 -0.05
F 2.14706 -2.66046 -0.30129 -1.67 -0.04 0.09 -0.11
C 4.11868 -2.75616 -5.27343 1.61 -0.38 -0.78 0.53
F 4.93549 -3.39137 -6.17329 -0.30 0.73 1.14 -0.25
F 4.28156 -1.42301 -5.44255 -0.60 -1.48 0.14 -0.19
F 2.89870 -3.16556 -5.61375 -0.12 0.64 0.77 -0.19
S 4.65188 -3.27384 -3.45409 3.88 -3.50 -1.19 1.00
O 3.51952 -3.06407 -2.60603 -0.06 0.58 -0.29 0.07
O 5.21631 -4.65931 -3.46092 -1.80 3.09 -0.72 -0.74
N 6.12459 -2.29937 -3.34749 -3.10 -0.94 -0.15 -0.67
S 5.62110 -1.13088 -2.42357 0.20 2.17 2.86 1.14
O 4.47902 -0.35742 -2.87169 0.42 -0.37 0.09 -0.29
O 5.58686 -1.55982 -1.00790 0.25 0.59 -1.18 -0.51
C 7.03692 0.20001 -2.56449 -0.95 -1.58 -0.85 0.12
F 8.21742 -0.42544 -2.74659 -0.25 0.72 0.76 -0.23
F 6.77453 0.89521 -3.65637 0.08 0.28 -0.77 -0.22
F 7.02384 1.07884 -1.57195 0.51 -0.66 0.41 -0.05
O 2.70818 -4.80887 1.61180 0.80 -0.33 -0.27 -0.07
P 1.69717 -5.86078 1.39277 -2.89 -0.79 1.78 -0.71
N 1.32406 -6.13629 -0.18771 -1.43 0.31 -1.78 0.55
C -0.02046 -6.40320 -0.74421 0.31 0.44 0.81 -1.01
C 2.33809 -6.06788 -1.22260 0.87 -0.73 0.22 -1.58
N 0.17084 -5.59765 2.17995 1.40 -0.45 -1.37 1.03
C -0.07855 -6.08251 3.52998 0.37 -0.49 0.06 -1.11
C -0.71095 -4.45454 1.79427 1.00 -0.61 0.41 -0.03
N 2.08973 -7.46406 1.83698 -0.39 1.67 0.33 0.51
C 3.49615 -7.78684 1.96159 -0.23 0.28 0.25 -1.02
C 1.08550 -8.53790 1.81097 1.29 -0.20 -0.24 -1.14
H -0.41749 -5.48798 -1.18336 -0.15 0.12 -0.16 0.07
H -0.69559 -6.72879 0.04718 0.05 0.05 -0.07 0.46
H 0.01638 -7.15818 -1.52955 0.24 -0.08 0.11 0.60
H 2.60105 -5.05857 -1.53921 -0.05 0.03 -0.05 0.70
H 2.08067 -6.71833 -2.05851 -0.54 0.41 -0.19 0.38
H 3.23353 -6.58764 -0.88182 0.46 0.45 0.34 0.21
H -1.09359 -6.47925 3.51004 -0.09 -0.05 0.50 0.39
H 0.60892 -6.87436 3.82739 -0.05 -0.25 -0.43 0.40
H 0.07013 -5.37005 4.34140 -0.32 0.64 -0.27 0.10
H -1.52516 -4.44875 2.51892 0.12 0.28 0.05 0.33
H -0.10433 -3.55056 1.84847 -0.56 0.26 0.10 -0.55
H -1.17099 -4.57365 0.81331 0.23 -0.08 -0.05 -0.22
H 3.61945 -8.41072 2.84685 0.37 -0.10 -0.01 0.38
H 3.92215 -8.26378 1.07890 -0.16 -0.41 -0.13 0.29
H 4.03860 -6.84691 2.06340 0.10 -0.09 0.30 0.17
H 0.99896 -9.00944 2.78988 -0.26 0.27 0.29 0.37
H 1.50090 -9.33430 1.19348 -0.21 -0.10 -0.40 0.39
H 0.11049 -8.23856 1.42645 0.25 0.17 0.17 0.27
O 3.26366 10.02713 0.60480 1.43 0.70 0.19 -0.91
P 1.89168 9.67455 0.30522 -3.18 -2.02 -1.41 0.07
N 1.57438 9.47590 -1.40233 1.53 0.89 1.70 0.32
C 0.29850 9.68077 -1.98637 -1.01 -0.79 0.58 -1.02
C 2.67083 9.25926 -2.35161 -0.25 -0.35 0.43 -1.09
N 0.71574 10.78775 0.84904 -0.28 0.51 0.18 0.41
C -0.52539 10.47064 1.57458 0.04 -0.55 -0.82 -1.03
C 0.97050 12.26700 0.84288 1.13 -1.14 0.45 -1.12
N 1.48557 8.11416 0.96522 1.43 3.11 -1.07 0.57
C 2.16782 7.78964 2.18520 -0.54 -0.26 0.74 -0.85
C 0.67139 7.14215 0.31529 0.07 0.02 0.54 0.03
H 0.28929 9.17285 -2.95075 -0.07 0.63 -0.34 0.49
H -0.01541 10.72438 -1.96542 -0.12 0.10 -0.57 0.17
H -0.44495 9.10337 -1.43682 -0.38 0.14 0.25 0.32
H 2.45517 9.58455 -3.36935 -0.42 0.56 0.17 0.47
H 2.75678 8.17973 -2.47542 0.90 -0.20 0.11 0.26
H 3.56627 9.78638 -2.02233 0.17 -0.52 0.03 0.31
H -0.44247 10.40369 2.65936 0.32 -0.04 0.10 0.30
H -1.25753 11.24709 1.35280 0.00 0.03 -0.03 0.47
H -0.95918 9.54482 1.19670 0.07 -0.15 0.20 0.24
H 1.86962 12.43110 1.43682 0.33 0.24 -0.31 0.34
H 1.10731 12.66730 -0.16168 -0.06 -0.01 0.00 0.27
H 0.21447 12.82964 1.39057 -0.38 -0.38 -0.33 0.44
H 3.25541 7.80205 2.11382 0.02 0.48 0.07 0.28
H 1.74249 8.43484 2.95391 0.72 0.11 0.52 0.40
H 1.90915 6.78099 2.50744 -0.21 -0.10 -0.19 -0.25
H -0.36377 7.35837 0.57945 -0.42 -0.48 -0.61 0.06
H 0.95745 6.21130 0.80496 -0.32 -0.40 -0.53 -0.49
H 0.91514 7.14073 -0.74711 -0.49 -0.29 -0.10 0.30
O 0.06890 3.88935 -6.03646 0.64 -0.74 -0.39 -0.94
P 1.00467 2.96941 -5.34757 1.78 -1.33 1.07 0.35
N 1.04544 3.21452 -3.66570 0.21 -0.53 -0.25 0.69
C 1.98865 4.13104 -3.04015 0.55 -0.50 -1.31 -1.60
C -0.12524 2.92242 -2.80706 0.91 -0.02 -1.67 -1.17
N 2.68089 3.06686 -5.82591 -2.17 0.90 0.14 0.45
C 3.76663 2.32872 -5.24234 -0.80 -0.97 0.59 -0.70
C 3.10622 3.91081 -6.92383 -0.72 0.76 0.60 -1.05
N 0.64790 1.30377 -5.53502 -1.35 -0.07 -0.62 0.47
C -0.44941 0.89924 -6.44326 -0.46 1.92 -0.25 -1.11
C 1.33572 0.10967 -5.01910 0.89 0.93 -0.24 -1.02
H 2.79036 3.51657 -2.63054 0.13 0.34 0.60 0.25
H 1.55248 4.81375 -2.31093 -0.20 -0.20 0.05 0.74
H 2.44179 4.72414 -3.83451 0.14 0.28 0.12 0.31
H -0.81888 3.73281 -3.03120 -0.58 -0.16 0.69 0.29
H 0.21651 2.86721 -1.77349 -0.29 0.00 -0.01 0.44
H -0.50582 1.95877 -3.14564 -0.35 0.05 0.30 0.08
H 3.52248 2.01702 -4.22680 0.18 0.34 0.29 -0.10
H 3.86178 1.36244 -5.73766 0.65 0.00 -0.40 0.38
H 4.68592 2.91389 -5.26640 0.04 -0.12 0.10 0.20
H 2.24933 4.37679 -7.41034 -0.09 -0.46 -0.30 0.35
H 3.61628 4.77416 -6.49654 0.64 0.10 -0.18 0.20
H 3.75329 3.37071 -7.61498 -0.08 0.04 -0.16 0.36
H -0.63931 1.63950 -7.22048 0.48 0.37 -0.07 0.37
H -0.29887 -0.00865 -7.02736 0.21 -0.30 0.67 0.51
H -1.39898 0.97080 -5.91288 -0.19 -0.93 0.16 0.16
H 1.69745 0.26295 -4.00236 -0.10 -0.18 0.09 0.21
H 2.19533 -0.10909 -5.65260 0.29 0.02 0.06 0.26
H 0.73405 -0.79353 -5.12077 -0.49 0.30 0.43 0.43
O -5.51143 0.16783 -4.05372 0.26 -0.59 2.09 -0.87
P -5.46803 -0.02494 -2.55876 0.29 -0.98 0.79 0.14
N -6.20727 -1.46784 -1.95181 1.10 2.01 -0.45 0.87
C -6.53896 -2.49883 -2.92637 -0.52 -0.14 1.82 -1.02
C -6.85443 -1.56213 -0.63170 0.40 -0.48 -0.98 -1.19
N -6.18184 1.19013 -1.63925 -1.45 0.03 0.22 0.51
C -5.40988 2.36709 -1.27080 0.60 -0.54 -0.48 -1.46
C -7.65191 1.38887 -1.38662 0.72 -0.49 -0.39 -1.00
N -3.85087 -0.20257 -1.93464 -1.20 0.38 -1.80 0.48
C -2.79391 0.55487 -2.57427 0.11 0.76 0.59 -1.71
C -3.56947 -0.55656 -0.56029 -0.88 -0.96 0.21 -1.12
H -7.51823 -2.21160 -3.30929 0.21 -0.55 -1.12 0.31
H -6.68488 -3.37900 -2.30018 -0.25 -0.41 -0.10 0.32
H -5.71727 -2.79758 -3.57728 -0.31 0.73 -0.51 0.00
H -6.73885 -2.59082 -0.29031 0.28 -0.06 0.19 0.13
H -7.93337 -1.42441 -0.70259 -0.19 0.33 0.12 0.26
H -6.38704 -0.88819 0.08625 -0.29 -0.04 -0.05 0.63
H -5.14915 2.28087 -0.21596 0.31 0.45 0.07 0.70
H -4.53240 2.38581 -1.91715 0.25 0.22 0.43 0.19
H -5.93089 3.30245 -1.47516 -0.21 -0.11 0.08 0.56
H -7.78535 2.38222 -0.95820 0.07 -0.12 0.00 0.41
H -8.25946 1.34548 -2.29055 0.18 -0.01 -0.25 0.32
H -8.07816 0.66389 -0.69321 0.23 0.03 0.09 0.26
H -2.72255 1.51532 -2.06383 0.38 0.37 0.07 0.63
H -1.83738 0.06511 -2.39185 0.08 -0.16 -0.47 0.38
H -2.97906 0.80641 -3.61856 -0.02 -0.56 -0.04 0.58
H -3.56238 -1.63545 -0.40519 -0.28 -0.51 -0.29 0.03
H -4.38844 -0.21190 0.07104 0.42 0.42 0.51 0.09
H -2.56815 -0.31719 -0.20228 -0.14 0.95 -0.19 0.54
O -4.93009 -10.55342 -0.54816 -0.19 0.50 -0.17 -0.91
P -5.29729 -9.15760 -0.89508 1.02 1.08 1.02 0.07
N -6.27523 -8.99352 -2.27889 -0.07 0.71 -0.36 0.47
C -7.74432 -9.00359 -2.12866 0.53 0.13 0.54 -1.02
C -5.80151 -9.46945 -3.58931 0.88 -0.39 0.54 -0.91
N -3.79585 -8.26275 -1.17638 -1.23 -3.13 0.83 0.45
C -2.50082 -9.07216 -1.38361 -2.57 1.15 0.05 -1.02
C -3.63355 -6.86255 -1.40679 0.12 -0.16 -0.67 1.00
N -6.16718 -8.43644 0.44834 0.66 -0.94 -2.44 0.29
C -6.45090 -9.29079 1.63216 0.54 0.19 -1.15 -1.12
C -6.65694 -7.05439 0.45478 0.48 -1.05 0.98 -1.49
H -8.05709 -8.06876 -1.66349 -0.13 -0.23 0.40 0.23
H -8.00529 -9.88440 -1.54200 -0.55 0.14 0.09 0.31
H -8.30092 -9.01650 -3.06575 0.55 -0.26 -0.28 0.40
H -6.16923 -8.91324 -4.45158 -0.17 0.40 0.31 0.40
H -6.00765 -10.52128 -3.78742 -0.46 -0.22 0.28 0.34
H -4.71193 -9.44841 -3.61080 0.08 0.34 0.04 0.09
H -2.77199 -10.05256 -1.77526 0.21 0.03 0.22 0.43
H -1.98858 -8.49065 -2.15013 0.54 -0.24 0.12 0.37
H -1.98205 -9.14741 -0.42793 0.30 -0.02 -0.23 0.10
H -4.52787 -6.28167 -1.18126 0.14 -0.05 -0.14 -0.22
H -2.78993 -6.46812 -0.84037 -0.06 0.14 0.27 -0.49
H -3.36285 -6.80309 -2.46097 -0.07 0.97 -0.32 -0.40
H -6.92580 -8.67554 2.39638 0.04 -0.09 -0.02 0.44
H -7.07876 -10.13429 1.34511 -0.28 0.10 0.17 0.30
H -5.51988 -9.73107 1.98917 -0.03 0.16 0.26 0.30
H -7.71629 -7.01837 0.70889 -0.28 0.03 -0.38 0.39
H -6.44258 -6.53958 -0.48177 -0.11 -0.02 0.19 0.28
H -6.14696 -6.60888 1.30892 0.11 0.76 -0.24 0.78
O -3.16248 -4.32981 -7.39183 1.44 -0.63 3.99 -0.93
P -2.70441 -4.63312 -5.93434 -0.82 1.14 -1.82 0.48
N -3.49665 -5.95642 -5.16904 0.89 -0.20 -0.72 0.32
C -4.90720 -5.79774 -4.81560 0.25 0.28 -0.39 0.00
C -3.16209 -7.37951 -5.54431 -0.15 1.44 0.42 -0.70
N -2.92783 -3.31248 -4.86545 -0.56 -0.68 1.11 0.85
C -3.22396 -1.99414 -5.35736 -0.61 0.34 -1.57 -1.02
C -2.57075 -3.30428 -3.42234 0.63 -1.22 -0.77 0.54
N -1.06524 -4.96814 -5.77981 -0.39 -0.37 -0.75 0.37
C -0.06127 -4.42139 -6.71324 -1.07 0.01 0.41 -1.06
C -0.44043 -5.32361 -4.52080 -0.29 0.09 -0.42 -0.17
H -5.59678 -6.04103 -5.62393 0.09 -0.16 -0.41 0.36
H -5.09402 -4.74687 -4.59456 0.00 -0.14 0.41 -0.26
H -5.16136 -6.47089 -3.99684 0.06 0.19 0.34 -0.15
H -3.40413 -7.96252 -4.65571 0.24 -0.25 -0.03 -0.05
H -2.11189 -7.47178 -5.82121 -0.02 0.08 0.24 0.33
H -3.74975 -7.76980 -6.37524 -0.24 0.23 -0.13 0.31
H -3.76592 -2.14030 -6.29171 0.05 0.24 -0.18 0.50
H -3.87892 -1.36576 -4.75381 -0.01 -0.42 0.51 0.13
H -2.34749 -1.39274 -5.59863 0.38 -0.03 0.12 0.18
H -1.60529 -2.83767 -3.22672 0.00 0.77 -0.20 0.04
H -3.33618 -2.86912 -2.77981 -0.13 0.16 -0.22 -0.23
H -2.33745 -4.31452 -3.08607 -0.66 -0.19 0.04 -0.81
H 0.52071 -3.66951 -6.18025 0.34 -0.10 0.01 0.25
H 0.54332 -5.27086 -7.03098 0.32 0.34 -0.31 0.31
H -0.54244 -3.89411 -7.53699 -0.03 -0.42 -0.15 0.37
H 0.38289 -6.00107 -4.74728 -0.05 -0.44 0.26 0.67
H -1.20059 -5.74484 -3.86292 0.39 -0.28 0.10 -0.62
H 0.02621 -4.45142 -4.06294 -0.05 0.22 0.30 0.07
O -6.11452 -0.78815 3.05624 0.19 -0.16 -0.71 -1.11
P -5.51219 -1.77151 3.97172 1.40 -0.10 0.93 0.53
N -6.03318 -3.32628 3.73836 -0.76 -0.88 0.09 0.33
C -5.79317 -4.46140 4.61098 0.06 0.04 0.18 -1.10
C -6.37344 -3.77093 2.36980 0.58 0.90 1.09 -1.14
N -5.90788 -1.51646 5.58137 1.95 -0.05 0.41 0.14
C -7.30303 -1.51066 5.94675 0.45 -0.42 0.11 -1.13
C -5.22807 -0.36258 6.20069 0.10 0.39 -0.11 -0.83
N -3.80988 -1.77266 3.97183 -0.32 0.47 0.14 1.05
C -3.03922 -2.67143 4.82846 0.64 0.30 -0.75 -1.12
C -2.98373 -0.96687 3.03228 -1.80 0.03 0.46 0.72
H -5.14346 -5.20040 4.14209 0.48 0.06 -0.12 0.32
H -6.72221 -5.01236 4.75736 -0.28 0.12 0.32 0.36
H -5.36057 -4.17153 5.56855 -0.16 0.03 -0.08 0.37
H -7.15001 -3.07791 2.04613 0.30 -0.24 -0.78 0.22
H -6.71316 -4.80661 2.36215 -0.23 0.20 0.24 0.43
H -5.41264 -3.74163 1.85588 -0.34 0.10 -1.03 0.40
H -7.59420 -0.47212 5.78944 -1.15 -0.20 0.09 0.32
H -7.83132 -2.28134 5.38543 -0.25 0.48 -0.30 0.38
H -7.37586 -1.82590 6.98762 -0.18 0.39 0.22 0.33
H -4.17085 -0.25666 5.95744 -0.11 -0.39 -0.37 -0.09
H -5.71636 0.55878 5.88325 -0.08 0.28 -0.20 0.40
H -5.25395 -0.31695 7.28943 -0.37 -0.67 0.14 0.41
H -1.99139 -2.37980 4.75702 0.11 0.18 -0.09 0.42
H -3.24530 -2.59770 5.89626 -0.58 -0.33 -0.07 0.33
H -3.03278 -3.67686 4.40757 -0.30 -0.40 0.54 0.07
H -3.66748 -0.18193 2.70909 0.19 0.07 -0.42 -0.20
H -2.67419 -1.56188 2.17306 0.35 0.10 0.07 -0.06
H -2.15414 -0.48009 3.54504 0.02 -0.44 -0.17 -0.70
O 7.68693 7.69993 -3.01767 -0.15 -1.38 0.77 -0.86
P 7.18484 6.37289 -2.54689 -0.21 -1.33 0.84 0.34
N 8.18707 5.57436 -1.30981 0.71 1.86 -1.97 0.34
C 9.42781 6.25833 -0.84452 -1.02 -0.23 0.28 -1.13
C 7.61762 4.55693 -0.45409 0.11 0.39 -0.09 -0.86
N 6.85381 5.22094 -3.82834 -0.15 0.52 0.78 0.43
C 7.90457 4.32717 -4.33655 -0.49 0.29 0.73 -1.10
C 5.87693 5.62995 -4.85383 0.28 0.30 0.62 -1.17
N 5.70451 6.44833 -1.71454 -0.61 -0.82 -0.66 0.85
C 4.76795 5.34733 -1.57704 0.39 -0.96 -1.07 -1.49
C 5.54775 7.36604 -0.63798 1.14 2.26 -0.22 -1.11
H 9.55531 7.19288 -1.39084 0.25 -0.32 -0.24 0.37
H 10.30466 5.61120 -0.82330 0.12 -0.13 -0.76 0.33
H 9.35887 6.54411 0.20509 -0.53 0.17 0.26 0.36
H 6.87212 4.97044 0.22513 -0.54 -0.08 -0.14 0.16
H 8.36186 4.16629 0.23988 0.39 -0.11 -0.51 0.52
H 7.22767 3.76408 -1.09239 -0.24 -0.23 0.44 0.08
H 7.98183 3.55510 -3.57102 1.12 0.04 -0.07 0.21
H 7.59846 3.78569 -5.23165 -0.41 0.27 -0.01 0.49
H 8.77801 4.91628 -4.61610 0.52 -0.48 0.35 0.30
H 5.86374 4.93684 -5.69498 0.20 -0.16 0.23 0.57
H 4.88296 5.60602 -4.40711 -0.14 0.40 -0.16 0.15
H 6.15127 6.60685 -5.25195 -0.40 0.24 -0.05 0.32
H 4.52914 5.05916 -0.55330 0.34 0.29 0.29 0.60
H 3.81323 5.51583 -2.07524 0.00 0.37 -0.07 -0.04
H 5.22621 4.48116 -2.05439 -0.31 -0.27 -0.04 0.42
H 5.96998 7.04317 0.31363 -0.23 -0.39 0.25 0.29
H 4.55025 7.78978 -0.52165 -0.29 -0.57 0.05 0.22
H 6.11957 8.25154 -0.91546 0.20 0.25 0.20 0.33
O -2.07243 6.39881 2.77745 1.13 -0.91 0.54 -0.94
P -2.58873 5.08928 3.26540 0.17 -0.26 1.30 0.27
N -2.11800 3.70524 2.42191 -1.04 1.15 -0.82 1.40
C -2.87969 2.45000 2.55302 0.58 0.30 1.59 -1.69
C -0.68587 3.52937 2.15799 -0.42 -0.47 1.30 -0.74
N -4.24482 5.15757 3.11913 -0.49 -1.02 -0.06 0.20
C -4.91484 6.05399 4.05098 1.25 -1.11 1.21 -1.06
C -4.70398 5.30279 1.73297 -0.04 0.31 0.65 -1.23
N -2.27023 4.76945 4.96199 0.85 1.46 -3.24 0.85
C -2.91621 3.72855 5.70985 -0.05 0.43 0.92 -1.44
C -1.40738 5.76156 5.68583 -1.41 -0.66 -0.19 -1.06
H -3.95433 2.57535 2.42061 0.16 -0.07 -0.83 0.59
H -2.83302 2.10365 3.58548 0.07 0.01 0.50 0.10
H -2.38469 1.59585 2.09095 -0.26 0.44 -1.05 0.43
H -0.50474 3.04756 1.19718 -0.03 0.07 0.11 -0.11
H -0.36666 2.89541 2.98521 0.70 -0.38 -0.33 0.15
H -0.09880 4.43821 2.29004 -0.37 0.26 -0.38 -0.12
H -5.98614 5.85292 4.04969 0.02 0.72 -0.26 0.39
H -4.55096 5.76333 5.03648 -0.34 -0.32 0.33 0.20
H -4.49763 7.06089 4.03816 -0.86 0.56 -0.84 0.33
H -5.03159 6.33623 1.61991 0.25 0.17 -0.48 0.38
H -3.86813 5.06184 1.07616 -0.38 0.04 -0.31 0.38
H -5.58695 4.68990 1.55181 0.10 -0.32 -0.13 0.37
H -3.52740 4.18549 6.48815 -0.14 0.07 0.45 0.45
H -3.63308 3.10516 5.17545 0.44 0.13 -0.44 0.50
H -2.15528 3.13579 6.21752 -0.09 -0.42 0.01 0.23
H -0.49312 6.09398 5.19416 -0.08 -0.58 -0.38 0.19
H -1.15802 5.28944 6.63610 0.05 0.33 0.11 0.40
H -2.01639 6.65914 5.79337 0.15 0.20 0.61 0.29
C 8.14383 1.97664 1.88458 0.30 -0.21 -0.25 -1.05
C 7.02055 1.10057 1.54984 -2.43 -1.55 -0.35 0.33
N 6.07449 0.43077 1.36361 2.70 1.44 0.40 0.06
H 8.53723 1.69448 2.86117 -0.28 0.31 0.14 0.24
H 7.83234 3.02056 1.84860 -0.07 -0.21 0.42 0.13
H 8.98258 1.86561 1.19736 -0.20 -0.19 -0.30 0.42
C 3.05415 -0.26111 7.92014 -0.91 0.68 1.38 0.52
C 2.11432 0.39486 8.91001 -0.27 0.10 -0.04 0.15
N 1.43585 0.94613 9.67380 0.88 -0.84 -0.97 -0.50
H 3.63396 0.56634 7.51119 0.06 -0.36 -0.24 -0.26
H 2.53664 -0.83909 7.15449 -0.07 0.32 0.01 -0.32
H 3.67237 -0.94549 8.50111 0.20 0.09 -0.14 0.45
C 5.45686 1.85161 5.80166 -0.87 -0.21 -0.13 -0.22
C 6.22693 2.77200 4.98913 -0.51 -1.11 1.64 0.00
N 6.86373 3.46854 4.36209 1.05 1.23 -1.24 -0.53
H 6.01745 1.22592 6.49618 0.39 0.12 -0.38 0.58
H 4.92993 1.23362 5.07466 -0.18 -0.37 0.21 -0.23
H 4.70915 2.36287 6.40799 -0.01 0.31 -0.19 0.42
C -0.73734 0.61744 5.21163 1.10 1.27 0.82 1.21
C 0.38231 1.46731 5.73476 0.30 -0.43 0.35 -0.51
N 1.26020 2.11487 6.11741 -0.78 -0.46 -0.37 -0.62
H -1.57669 0.71324 5.90040 -0.13 0.15 -0.17 0.38
H -0.46124 -0.43664 5.18367 0.26 0.18 -0.39 0.14
H -0.92485 1.10254 4.25370 -0.37 -0.67 -0.17 -0.81
C 3.34304 4.54821 4.26300 -0.04 0.18 -0.97 2.18
C 3.93744 5.49399 5.19766 1.31 1.72 3.45 0.03
N 4.40506 6.19583 6.02859 -1.55 -2.25 -2.98 -0.60
H 2.70994 3.74839 4.64715 0.14 0.20 0.69 -0.12
H 4.13345 4.08062 3.67589 0.06 0.05 -0.05 -0.27
H 2.72001 5.12291 3.57768 0.02 -0.05 -0.14 -0.98
C 8.78158 -1.22067 4.70394 -0.74 -0.46 0.18 -1.06
C 7.34170 -1.07480 4.48239 -1.59 0.39 0.14 0.45
N 6.20639 -1.01213 4.24734 1.46 -0.35 0.10 -0.24
H 8.99440 -1.70665 5.65611 -0.25 -0.03 0.02 0.36
H 9.30165 -0.26285 4.71835 0.02 -0.20 -0.57 0.30
H 8.99984 -1.94119 3.91570 1.02 0.36 -0.12 0.30